# 1
An isolated molecule of C6H10ClN at a distorted geometry, computed with ωB97M-V with the def2-TZVPD basis set.

Its SMILES is C=C/C(=C\Cl)CNC. The LUMO energy comes out at 0.0287 Ha. The gap between HOMO and LUMO comes out at 0.3444 hartree. Its HOMO energy is -8.589 eV. Its charge is 0. As for the energy relative to the best compared isomer or geometry (same formula, charge and spin): 67.55 kcal per mole.

Last column: Mulliken charge in e.
CARTESIAN COORDINATES (ANGSTROEM)
C  2.5969  1.7455  -0.0161  -0.708
C  1.4362  1.1268  -0.2408  -0.280
C  0.9159  -0.1467  0.2404  0.383
C  1.6446  -1.2849  0.3587  -0.294
Cl  3.2407  -1.4197  -0.2897  -0.204
C  -0.5850  -0.1144  0.6468  -0.741
N  -1.4925  -0.4597  -0.4231  -0.330
C  -3.0108  -0.7715  -0.3105  -0.827
H  3.3956  1.1680  0.2335  0.245
H  2.8942  2.7287  -0.3107  0.284
H  0.7540  1.6121  -0.9538  0.230
H  1.3818  -2.2855  0.5268  0.420
H  -0.7862  0.8981  1.0506  0.329
H  -0.7970  -0.7458  1.5198  0.444
H  -1.4363  0.1164  -1.1441  0.178
H  -3.3271  -1.6676  0.3479  0.240
H  -3.4319  0.1354  0.1152  0.324
H  -3.3932  -0.6350  -1.3509  0.308

Atoms 1-6, force components in eV/Å:
C -1.4 -0.1 -1.1
C -0.3 1.3 -1.1
C 0.0 -2.0 0.8
C -0.3 2.0 -1.4
Cl 0.7 0.2 0.0
C -0.4 0.4 0.9

# 2
A structure of composition C33H36BrFN2O2SW, computed with ωB97M-V with the def2-TZVPD basis set.

The LUMO energy (spin up / spin down) comes out at -0.0205 / -0.0366 Ha. The gap between HOMO and LUMO (spin up / spin down) comes out at 0.2475 / 0.2585 hartree. Its HOMO energy (spin up / spin down) is -7.292 / -8.028 eV. As for the spin multiplicity: 3. Its charge is 0. As for the energy relative to the best compared isomer or geometry (same formula, charge and spin): 0.74 kcal per mole.

Last column: Mulliken charge in e.
CARTESIAN COORDINATES (ANGSTROEM)
W  -1.3127  -1.3054  -0.3717  0.921
C  5.9588  -1.4062  -3.0611  -2.204
C  5.5074  -0.0614  -2.4920  1.860
C  6.4032  0.2826  -1.2940  -1.592
C  5.6791  1.0063  -3.5818  -1.588
C  4.0486  -0.0923  -2.0410  -0.358
C  3.2592  -1.2239  -2.1364  0.254
C  1.9449  -1.1584  -1.7094  -0.013
Br  0.8780  -2.7286  -1.7653  -0.117
C  1.3566  -0.0114  -1.1971  0.232
O  0.0690  -0.0262  -0.7994  0.297
C  2.1542  1.1439  -1.0618  -0.912
C  3.4689  1.0561  -1.4953  -0.337
C  1.5956  2.4497  -0.4842  2.536
C  2.7027  3.4891  -0.2820  -2.408
C  0.9297  2.2227  0.8848  -1.572
C  0.5800  3.0349  -1.4741  -1.307
H  7.0013  -1.3348  -3.3746  0.427
H  5.3685  -1.6932  -3.9335  0.415
H  5.8903  -2.2024  -2.3173  0.409
H  7.4496  0.3138  -1.6048  0.458
H  6.3011  -0.4675  -0.5077  0.364
H  6.1516  1.2545  -0.8678  0.315
H  6.7189  1.0399  -3.9133  0.465
H  5.4104  1.9990  -3.2189  0.305
H  5.0500  0.7815  -4.4450  0.358
H  3.6395  -2.1546  -2.5300  0.566
H  4.0929  1.9324  -1.4008  0.362
H  3.4829  3.1273  0.3911  0.438
H  2.2663  4.3849  0.1612  0.475
H  3.1635  3.7858  -1.2259  0.418
H  1.5969  1.6771  1.5568  0.347
H  -0.0041  1.6729  0.8005  0.054
H  0.7113  3.1899  1.3421  0.510
H  1.0659  3.2750  -2.4220  0.392
H  0.1447  3.9509  -1.0681  0.412
H  -0.2297  2.3377  -1.6676  0.087
O  -1.9610  -1.2374  -2.7401  -0.442
S  -2.5955  -2.5948  -2.4658  0.182
N  -2.3483  -2.7928  -0.9166  -0.312
C  -4.5146  -0.6389  4.0064  -0.586
C  -3.7092  0.4717  3.7869  -0.965
C  -3.0925  0.6534  2.5593  0.300
C  -3.2869  -0.2740  1.5417  -1.032
C  -4.0817  -1.3917  1.7633  0.412
C  -4.6923  -1.5727  2.9966  -0.789
N  -2.6998  -0.0539  0.2521  0.129
C  -3.3509  0.9386  -0.5380  1.138
C  -2.7333  1.4586  -1.6755  -0.392
C  -3.3577  2.4277  -2.4399  -0.883
C  -4.6122  2.9071  -2.0904  -0.586
C  -5.2341  2.3930  -0.9638  -0.747
C  -4.6168  1.4193  -0.1933  -0.601
H  -4.9937  -0.7805  4.9666  0.434
H  -3.5619  1.1995  4.5748  0.383
H  -2.4736  1.5224  2.3689  0.496
H  -4.2175  -2.1093  0.9634  0.441
H  -5.3076  -2.4467  3.1671  0.482
H  -1.7669  1.0881  -1.9780  0.303
H  -2.8543  2.8106  -3.3187  0.429
H  -5.0973  3.6671  -2.6882  0.396
H  -6.2156  2.7479  -0.6758  0.399
H  -5.1251  1.0316  0.6780  0.432
F  -3.3342  -4.7976  5.2311  -0.375
C  -2.6064  -4.1123  4.3205  0.434
C  -2.0727  -2.8921  4.6746  -0.742
C  -1.3444  -2.1884  3.7274  -0.150
C  -1.1461  -2.6919  2.4447  0.279
C  -0.3462  -1.9192  1.4329  -1.417
C  -1.6957  -3.9348  2.1316  -0.297
C  -2.4280  -4.6532  3.0636  -0.755
H  -2.2373  -2.5010  5.6695  0.459
H  -0.9292  -1.2227  3.9895  0.363
H  0.5230  -2.5120  1.1247  0.648
H  0.0518  -1.0088  1.8967  0.504
H  -1.5672  -4.3371  1.1343  0.315
H  -2.8619  -5.6148  2.8250  0.439

Atoms 1-6, force components in eV/Å:
W -0.1 -0.1 0.1
C 0.0 0.0 0.0
C 0.0 0.0 0.0
C 0.0 0.0 0.0
C 0.0 0.0 0.0
C 0.0 0.0 0.0

# 3
An isolated molecule of C5H7NO, computed with ωB97M-V with the def2-TZVPD basis set.

Its SMILES is O/C=C1\[C@H]2CCN12. The LUMO energy comes out at 0.0302 Ha. The gap between HOMO and LUMO comes out at 0.3445 hartree. Its HOMO energy is -8.553 eV. Its charge is 0. As for the energy relative to the best compared isomer or geometry (same formula, charge and spin): 79.45 kcal per mole.

Last column: Mulliken charge in e.
CARTESIAN COORDINATES (ANGSTROEM)
O  -0.6224  -1.1385  -2.5849  -0.513
C  0.1079  -1.3471  -1.4511  -0.003
C  0.4580  -0.3889  -0.6158  0.244
C  0.3662  0.9662  -0.1261  -0.297
C  -0.6361  1.0394  1.0254  -0.535
C  0.1536  -0.1288  1.6610  -0.406
N  1.1833  -0.1214  0.5663  -0.565
H  -0.6677  -0.1816  -2.7183  0.302
H  0.3815  -2.3884  -1.3152  0.371
H  0.8411  1.8222  -0.6010  0.345
H  -1.6857  0.8661  0.7698  0.243
H  -0.5516  1.9630  1.6024  0.264
H  -0.3621  -1.0909  1.7323  0.264
H  0.6169  0.1138  2.6197  0.285

Atoms 1-6, force components in eV/Å:
O 0.0 0.2 -0.1
C 0.3 0.0 0.3
C -0.1 -0.2 -0.2
C 0.0 0.3 -0.2
C -0.1 0.1 0.0
C -0.1 -0.1 0.3

# 4
An isolated molecule of C6H7N3 at a distorted geometry, computed with ωB97M-V with the def2-TZVPD basis set.

Its SMILES is [H]/N=c1/cc(C)ccnn1. The LUMO energy comes out at 0.0046 Ha. The gap between HOMO and LUMO comes out at 0.3353 hartree. Its HOMO energy is -8.997 eV. Its charge is 0. As for the energy relative to the best compared isomer or geometry (same formula, charge and spin): 119.03 kcal per mole.

Last column: Mulliken charge in e.
CARTESIAN COORDINATES (ANGSTROEM)
H  2.1567  -0.4365  -2.7940  0.275
N  2.1458  -0.0590  -1.7432  -0.662
C  1.1114  0.5514  -1.2078  0.614
C  0.7877  1.0193  0.1220  -0.678
C  -0.0522  0.1238  0.8522  0.770
C  -0.3626  0.3396  2.2720  -1.000
C  -0.6695  -1.0213  0.1083  -0.232
C  -0.9862  -0.9911  -1.2206  -0.405
N  -1.1641  0.4049  -1.8865  -0.176
N  -0.0494  1.0221  -1.9073  -0.211
H  1.1991  1.9803  0.5391  0.271
H  0.0124  1.3548  2.7742  0.288
H  0.1665  -0.6415  2.5950  0.292
H  -1.5128  -0.0099  2.6434  0.261
H  -1.0720  -1.9861  0.6234  0.228
H  -1.7107  -1.6508  -1.7702  0.363

Atoms 1-6, force components in eV/Å:
H -1.0 1.6 2.9
N -1.7 0.5 0.1
C 1.8 -1.5 -3.9
C -0.7 -1.8 3.2
C 0.8 2.2 -3.4
C -1.4 -1.9 2.7